Molecular formula: C3H6BNO3
Method: DFT, ωB97M-V/def2-TZVPD

Properties
HOMO-LUMO gap: 10.65 eV
E_HOMO: -9.98 eV
Relative energy (zero: lowest compared OMol25 entry of this formula, charge and spin): 8.4 kcal per mole

The geometry in ORCA input format:
```
! wB97M-V def2-TZVPD RIJCOSX def2/J DEFGRID3
* xyz 0 1
B 1.1698 0.3587 0.0705
C 1.5331 3.6203 0.0574
C -0.6444 -0.4642 -0.9026
C -0.9040 -0.3695 0.5818
N 2.3901 1.0320 0.2070
O 1.3044 3.6175 -1.0486
O 0.6690 -0.0075 -1.1606
O 0.3023 0.1021 1.1224
H 2.9419 1.2575 -0.7410
H -0.8111 -1.5092 -1.2149
H -1.2328 0.2219 -1.3674
H -1.7249 0.2210 0.8800
H -1.0951 -1.3829 1.0514
H 2.9859 0.8403 1.0236
*
```

***

Molecular formula: C4H8N4O
Method: DFT, ωB97M-V/def2-TZVPD

Properties
HOMO-LUMO gap: 9.71 eV
E_HOMO: -8.78 eV
Relative energy (zero: lowest compared OMol25 entry of this formula, charge and spin): 72.2 kcal per mole

The geometry in ORCA input format:
```
! wB97M-V def2-TZVPD RIJCOSX def2/J DEFGRID3
* xyz 0 1
C -2.3239 -0.3857 0.4702
N -1.5752 -0.4752 -0.8334
N -0.1972 -0.2844 -0.5066
C 0.6504 -1.3860 -0.1974
N 1.9292 -1.2153 -0.0575
N 2.4332 0.0229 -0.3896
C 1.6076 1.0492 0.2347
C 0.1887 0.9761 -0.2031
O -0.5550 1.9523 -0.3638
H -2.4055 0.6681 0.8831
H -3.3356 -0.9577 0.2675
H -1.6957 -1.0249 1.1967
H -1.8016 0.2895 -1.5279
H 0.0696 -2.3457 -0.0648
H 3.4438 0.0221 -0.1891
H 1.9753 2.0898 -0.0217
H 1.5922 1.0048 1.3028
*
```

***

Molecular formula: C6H15N2
Method: DFT, ωB97M-V/def2-TZVPD

Properties
HOMO-LUMO gap: 6.25 eV
E_HOMO: -13.49 eV
Relative energy (zero: lowest compared OMol25 entry of this formula, charge and spin): 120.1 kcal per mole

The geometry in ORCA input format:
```
! wB97M-V def2-TZVPD RIJCOSX def2/J DEFGRID3
* xyz 1 1
C -3.4065 -0.0133 0.7439
C -2.0445 0.6624 1.1205
C -0.9676 0.1951 0.3040
C 0.2304 -0.4383 0.7563
N 1.1340 -0.6819 -0.1294
C 2.4752 -0.9695 0.3586
C 3.4706 -0.1196 -0.4875
N -3.4192 -1.3243 1.3830
H -4.2098 0.6392 1.0804
H -3.4068 -0.0530 -0.3417
H -1.8592 0.5132 2.1825
H -2.1885 1.7467 0.9672
H -0.9657 0.2747 -0.7867
H 0.3783 -0.8112 1.7776
H 2.7605 3.5933 -5.7003
H 2.6547 -0.6200 1.3864
H 2.5841 -2.0565 0.3054
H 3.2548 -0.4656 -1.4999
H 4.4841 -0.4256 -0.2446
H 3.1541 0.9041 -0.3165
H 2.6233 3.1024 -5.1751
H -4.1974 -1.8572 1.0209
H -2.5390 -1.7951 1.2951
*
```

***

Molecular formula: C26H78O18
Method: DFT, ωB97M-V/def2-TZVPD

Properties
HOMO-LUMO gap: 9.15 eV
E_HOMO: -8.95 eV
Relative energy (zero: lowest compared OMol25 entry of this formula, charge and spin): 85.3 kcal per mole

The geometry in ORCA input format:
```
! wB97M-V def2-TZVPD RIJCOSX def2/J DEFGRID3
* xyz 0 1
C -1.1186 -5.1212 0.7999
C -0.1861 -3.8992 1.0073
O 1.2264 -4.2898 1.0016
H -0.9749 -5.6916 -0.1178
H -2.1472 -4.7606 0.7887
H -1.1124 -5.7908 1.6599
H -0.3547 -3.3495 1.9333
H -0.2902 -3.1833 0.1920
H 1.7544 -3.8509 1.6726
C 2.1655 -2.0989 4.4302
C 2.7696 -3.4377 4.2861
O 3.4296 -3.6675 3.0470
H 2.7453 -1.2453 4.0790
H 1.9447 -1.8222 5.4611
H 1.2191 -2.0251 3.8946
H 2.0935 -4.2648 4.5032
H 3.5701 -3.6224 5.0025
H 3.6262 -4.6061 3.0025
C -3.5481 -3.4044 -2.3221
C -3.4295 -2.1869 -1.4572
O -4.3096 -1.2681 -2.0544
H -2.7078 -4.0826 -2.4706
H -3.6321 -3.0463 -3.3482
H -4.3966 -4.0121 -2.0076
H -2.4017 -1.8692 -1.2822
H -3.7242 -2.4036 -0.4304
H -5.2173 -1.5051 -1.8507
C 4.0469 -0.3944 -3.6482
C 3.6273 0.1612 -2.2478
O 4.2350 1.5117 -2.1061
H 3.7974 0.1163 -4.5783
H 3.7666 -1.4433 -3.7451
H 5.1316 -0.3241 -3.7292
H 4.0351 -0.4658 -1.4549
H 2.5390 0.1308 -2.1947
H 3.8353 1.9811 -2.8419
C 1.3563 -0.1308 0.6875
C 0.2245 -0.3771 -0.2721
O 0.0026 0.6985 -1.1140
H 1.8233 -0.9927 1.1640
H 0.9703 0.4767 1.5061
H 2.0822 0.5950 0.3210
H -0.6654 -0.8873 0.0967
H 0.5707 -1.1279 -0.9823
H -0.9332 0.7885 -1.3083
C 0.6507 1.4202 -4.8635
C 0.4351 -0.1059 -4.9793
O 0.3730 -0.7339 -6.2698
H 0.4082 1.6773 -3.8324
H -0.0508 2.0189 -5.4444
H 1.6862 1.6806 -5.0827
H -0.4854 -0.3300 -4.4402
H 1.2892 -0.5305 -4.4517
H -0.3639 -0.3627 -6.7606
C 0.2604 -2.9414 -2.9317
C 1.6324 -3.5828 -2.7527
O 2.1356 -3.0405 -1.5930
H -0.1593 -3.2999 -3.8716
H 0.2180 -1.8630 -3.0840
H -0.4952 -3.2026 -2.1908
H 2.1635 -3.2415 -3.6412
H 1.6544 -4.6711 -2.6961
H 1.7008 -3.4239 -0.8277
C 0.2660 2.1641 4.5521
C 1.7038 2.7319 4.2106
O 1.6605 4.0410 4.4706
H 0.2310 1.1021 4.3091
H -0.4512 2.6933 3.9247
H -0.1437 2.2466 5.5588
H 1.9615 2.6518 3.1546
H 2.4830 2.2825 4.8262
H 1.9661 4.2440 5.3577
C 5.3415 2.2807 0.7725
C 4.4365 2.5017 1.9921
O 4.8331 3.6757 2.6828
O 4.9001 3.1785 -0.2085
H 5.3451 1.2348 0.4654
H 6.3774 2.4795 1.0470
H 4.5072 1.6383 2.6536
H 3.4034 2.6059 1.6606
H 5.3040 3.3203 3.4401
H 4.6299 2.5669 -0.8973
C -3.0239 1.8720 -4.3014
C -3.1261 2.1059 -2.7763
O -2.5303 1.0770 -2.0294
O -2.9920 3.1399 -4.9026
H -3.9670 1.4676 -4.6689
H -2.2998 1.0942 -4.5440
H -4.1829 2.1711 -2.5171
H -2.7128 3.0443 -2.4065
H -3.1632 0.3563 -2.0679
H -3.3365 3.1137 -5.7982
C -4.2660 1.4076 1.1103
C -3.8358 2.3163 2.3202
O -4.1076 1.6489 3.5115
O -3.2625 0.5431 0.7775
H -4.4894 2.0757 0.2786
H -5.1614 0.8244 1.3253
H -4.4474 3.2127 2.4227
H -2.8545 2.7646 2.1642
H -4.1817 0.7025 3.3681
H -2.6781 0.9578 0.1387
C -0.6224 4.1959 0.2465
C 0.3323 3.7741 -0.9470
O 0.6297 4.8577 -1.8849
O -1.9427 4.1539 -0.2324
H -0.4247 5.1948 0.6354
H -0.6237 3.5346 1.1129
H -0.2397 2.9774 -1.4227
H 1.2972 3.5088 -0.5150
H -0.1945 5.2663 -2.1592
H -2.0973 4.9437 -0.7559
C -3.0419 -1.7649 3.2483
C -1.7824 -0.9495 3.4179
O -1.0226 -1.2930 4.5198
O -4.0799 -1.1806 4.1206
H -2.9751 -2.8435 3.3904
H -3.4057 -1.5060 2.2540
H -1.9895 0.1204 3.4408
H -1.0958 -1.0198 2.5742
H -1.5554 -1.3593 5.3156
H -3.7935 -1.4249 5.0038
*
```

***

Molecular formula: C5H12N2
Method: DFT, ωB97M-V/def2-TZVPD

Properties
HOMO-LUMO gap: 7.01 eV
E_HOMO: -6.61 eV
Relative energy (zero: lowest compared OMol25 entry of this formula, charge and spin): 67.4 kcal per mole

The geometry in ORCA input format:
```
! wB97M-V def2-TZVPD RIJCOSX def2/J DEFGRID3
* xyz 0 1
C 1.3468 -1.3313 -2.1452
C 0.2036 -0.3691 -1.9903
C -0.2416 0.3034 -0.9121
N 0.1465 0.3673 0.4003
C 1.3401 -0.2851 0.8810
H 1.7218 -1.2988 -3.1706
H 2.1851 -1.1115 -1.4888
H 1.0283 -2.3626 -1.9602
H -0.3699 -0.2130 -2.8963
H -1.1139 0.9325 -1.0822
H -0.4417 1.2652 1.0588
H 1.3505 -0.2413 1.9727
H 2.2631 0.1855 0.5135
H 1.3681 -1.3398 0.5958
C -2.2090 0.6931 2.1263
N -1.5563 1.7623 1.8558
H -3.2787 0.6594 2.3058
H -1.6396 -0.2288 2.1865
H -2.1034 2.6126 1.7490
*
```

***

Molecular formula: C18H26BBrNO24PS6
Method: DFT, ωB97M-V/def2-TZVPD

Properties
HOMO-LUMO gap: 8.14 eV
E_HOMO: -9.20 eV

The geometry in ORCA input format:
```
! wB97M-V def2-TZVPD RIJCOSX def2/J DEFGRID3
* xyz 0 1
O 1.8953 -1.4339 -3.8191
C 1.1051 -0.6471 -3.4040
C -0.4090 -0.6654 -3.4296
C -1.3127 -1.1801 -4.3348
C -2.6671 -0.9803 -4.0567
C -3.1011 -0.3033 -2.9113
B -4.6610 -0.0587 -2.6524
O -5.3787 -0.6856 -1.6969
O -5.3044 0.8749 -3.4516
C -2.1617 0.1692 -1.9812
Br -2.6723 1.0788 -0.4051
C -0.8204 -0.0155 -2.2546
C 0.4476 0.3536 -1.5113
O 0.6914 0.4112 -0.3503
N 1.4234 0.5561 -2.6203
P 0.9487 2.0722 -3.3339
S 2.3488 3.2008 -4.0094
H -0.9677 -1.6930 -5.2234
H -3.4000 -1.3649 -4.7568
H -4.8070 -1.2269 -1.1284
H -4.7734 1.6803 -3.4326
H -0.0290 1.8678 -4.3252
H 0.2857 2.7090 -2.2674
O 5.0385 -1.6750 3.4352
S 4.1329 -0.6524 3.8221
O 3.9662 -0.2862 5.1823
O 2.6801 -0.9772 3.2092
C 2.2641 0.1111 2.3762
C 3.5435 0.7137 1.8483
O 4.4536 0.6648 2.9487
H 1.7098 0.8250 2.9911
H 1.6244 -0.2568 1.5845
H 3.4223 1.7421 1.5138
H 3.9496 0.1120 1.0309
O 4.3306 2.2877 4.5218
S 4.8683 3.5141 4.0671
O 5.9665 3.5646 3.1712
O 5.1831 4.4509 5.3355
C 4.4734 5.6875 5.2295
C 3.2298 5.3497 4.4344
O 3.6802 4.4103 3.4532
H 5.1042 6.4027 4.6971
H 4.2438 6.0739 6.2192
H 2.7921 6.2191 3.9515
H 2.4771 4.8611 5.0574
O -7.0083 -3.4993 1.8126
S -6.5658 -2.2315 1.3607
O -5.5225 -2.1062 0.4061
O -6.2192 -1.3293 2.6341
C -6.9918 -0.1206 2.6084
C -8.2602 -0.4972 1.8729
O -7.8168 -1.3887 0.8415
H -6.4250 0.6375 2.0644
H -7.1812 0.2257 3.6206
H -8.7654 0.3609 1.4394
H -8.9531 -1.0393 2.5196
O -0.4016 1.4228 -7.6391
S 0.8940 1.3912 -8.2248
O 1.2692 2.2843 -9.2584
O 1.1888 -0.1133 -8.6939
C 2.3801 -0.6021 -8.0622
C 2.4423 0.1416 -6.7461
O 1.9865 1.4630 -7.0629
H 3.2323 -0.3599 -8.6999
H 2.3212 -1.6792 -7.9304
H 3.4436 0.1787 -6.3271
H 1.7600 -0.2915 -6.0146
O 0.9675 -2.2149 3.9790
S 1.6104 -3.4758 3.9197
O 2.8481 -3.7184 3.2810
O 0.5171 -4.5246 3.3669
C 0.3032 -5.5644 4.3254
C 0.5804 -4.9133 5.6644
O 1.6898 -4.0454 5.4180
H 1.0088 -6.3727 4.1209
H -0.7129 -5.9427 4.2480
H 0.8307 -5.6338 6.4383
H -0.2645 -4.3039 5.9936
*
```

***

Molecular formula: C4H8NO
Method: DFT, ωB97M-V/def2-TZVPD

Properties
HOMO-LUMO gap: 10.20 eV
E_HOMO: -13.95 eV
Relative energy (zero: lowest compared OMol25 entry of this formula, charge and spin): 105.6 kcal per mole

The geometry in ORCA input format:
```
! wB97M-V def2-TZVPD RIJCOSX def2/J DEFGRID3
* xyz 1 1
C 1.8965 0.5229 -0.5395
N 0.8288 0.1764 0.5574
C -0.5633 0.1069 0.0336
C -1.4946 -0.9851 -0.4963
C -1.9080 0.0486 0.4927
O -1.4427 1.2201 -0.1458
H 1.3659 1.3846 -0.9583
H 2.6488 0.8366 0.1055
H 2.2974 -0.3346 -1.2126
H 0.7424 0.6580 1.4247
H 0.9406 -0.7223 1.0135
H -1.1414 -2.0222 -0.1820
H -1.7439 -0.8898 -1.4683
H -2.4265 -0.0001 1.3755
*
```

***

Molecular formula: C27H21BF2N6O3Re
Method: DFT, ωB97M-V/def2-TZVPD

Properties
HOMO-LUMO gap (alpha / beta): 6.27 / 6.27 eV
E_HOMO (alpha / beta): -6.20 / -7.00 eV
Relative energy (zero: lowest compared OMol25 entry of this formula, charge and spin): 36.9 kcal per mole

The geometry in ORCA input format:
```
! wB97M-V def2-TZVPD RIJCOSX def2/J DEFGRID3
* xyz 0 4
Re 0.6357 -0.0289 0.1379
O 1.0767 -1.8336 -0.5471
C 1.6238 -2.9137 -0.0147
C 1.5487 -4.1060 -0.7508
C 2.1227 -5.2650 -0.2879
C 2.8087 -5.2804 0.9316
C 2.8868 -4.1199 1.6618
C 2.2943 -2.9265 1.2188
C 2.3921 -1.7193 2.0268
N 2.0009 -0.4971 1.6931
C 2.3126 0.3511 2.7433
C 2.9002 -0.3691 3.7241
N 2.9478 -1.6649 3.2600
H 1.0220 -4.0691 -1.6963
H 2.0467 -6.1717 -0.8753
H 3.2784 -6.1861 1.2905
H 3.4392 -4.1331 2.5951
H 2.1077 1.4067 2.6903
H 3.2879 -0.0814 4.6854
H 3.3133 -2.4542 3.7606
O -0.7603 -0.5684 1.6522
N -1.1442 0.3567 2.4361
N -0.6908 1.5025 2.1424
O 0.1447 1.7182 1.1223
C -1.0569 2.6506 2.9284
C -1.8639 2.5144 4.0511
C -2.1886 3.6464 4.7776
C -1.7168 4.8963 4.3914
C -0.9164 5.0100 3.2664
C -0.5798 3.8855 2.5247
H -2.2271 1.5390 4.3418
H -2.8177 3.5509 5.6528
H -1.9749 5.7756 4.9675
H -0.5500 5.9799 2.9555
H 0.0352 3.9548 1.6399
C 5.7851 0.2579 -2.4716
C 5.0155 1.1913 -3.1568
C 3.6858 1.3930 -2.8306
C 3.0974 0.6615 -1.7926
C 3.8716 -0.2758 -1.1091
C 5.2002 -0.4748 -1.4488
N 1.7467 0.8523 -1.4294
N 1.1219 1.7884 -2.1196
C -0.1961 1.8436 -1.8998
C -0.8359 3.0908 -2.1568
C -2.0958 3.3228 -1.7020
C -2.8276 2.3243 -0.9910
C -2.2931 1.0888 -0.8373
C -0.9909 0.7584 -1.3550
H 6.8231 0.1014 -2.7353
H 5.4559 1.7681 -3.9613
H 3.0832 2.1113 -3.3672
H 3.4311 -0.8569 -0.3166
H 5.7802 -1.2133 -0.9087
H -0.2553 3.8653 -2.6423
H -2.5499 4.2931 -1.8664
H -3.8186 2.5415 -0.6135
H -2.8678 0.3010 -0.3642
F -0.1101 -0.9760 -2.9645
B -0.8937 -0.6731 -1.9273
F -1.7514 -1.6217 -1.5205
*
```